(1)
137
Properties=species:S:1:pos:R:3 method="wB97M-V/def2-TZVPD" charge=0 homo_energy_ev=-9.6 smiles="O=C1OCCO1.c1ccncc1.c1ccncc1.c1ccncc1.c1ccncc1.c1ccncc1.CCCC#N.CCCC#N.CCCC#N.CCCC#N.CCCC#N.CCCC#N" gap_ev=9.645
O 24.1373 21.8362 12.2721
C 23.7456 21.0866 13.1021
O 23.8813 19.7461 13.0857
C 23.3969 19.1790 14.2972
C 22.7972 20.3778 15.0526
O 23.0639 21.4878 14.2052
H 22.6658 18.4117 14.0548
H 24.2268 18.6996 14.8153
H 23.2190 20.5563 16.0410
H 21.7268 20.2487 15.2243
C 31.2534 16.0801 5.3814
C 31.7416 14.7861 5.3400
C 30.8645 13.7479 5.5961
N 29.5920 13.9233 5.9214
C 29.1592 15.1655 6.0306
C 29.9329 16.2820 5.7436
H 31.8975 16.9233 5.1590
H 32.7888 14.6321 5.1160
H 31.2064 12.7199 5.5270
H 28.1353 15.2616 6.3794
H 29.4840 17.2618 5.8272
C 26.5762 13.3785 10.3692
C 25.6530 14.3165 9.9336
C 25.6671 14.6821 8.6067
N 26.4617 14.1134 7.6997
C 27.3318 13.2071 8.1276
C 27.4809 12.8608 9.4656
H 26.5411 13.0992 11.4156
H 24.9711 14.7660 10.6438
H 25.0387 15.4742 8.2105
H 27.9437 12.7975 7.3293
H 28.2589 12.1752 9.7743
C 26.7427 21.3794 4.8129
C 26.9842 22.7413 4.7842
C 26.6828 23.4904 5.9055
N 26.0873 22.9880 6.9727
C 25.7610 21.7176 6.9599
C 26.0729 20.8696 5.9055
H 27.0975 20.7676 3.9928
H 27.5381 23.1898 3.9686
H 26.9513 24.5395 5.9516
H 25.3401 21.2535 7.8440
H 25.8786 19.8053 5.9875
C 22.3608 15.8192 12.8785
C 23.5586 16.2961 12.3675
C 24.6928 16.2066 13.1585
N 24.6949 15.6153 14.3409
C 23.5519 15.1077 14.7889
C 22.3432 15.1989 14.1126
H 21.4314 15.9889 12.3436
H 23.5685 16.7296 11.3743
H 25.6466 16.6227 12.8448
H 23.6262 14.6184 15.7558
H 21.4335 14.8516 14.5813
C 19.9620 17.2553 8.2337
C 20.0516 17.8004 9.5043
C 21.1958 18.5044 9.8518
N 22.2040 18.7332 9.0125
C 22.1209 18.1850 7.8056
C 21.0105 17.4799 7.3594
H 19.1250 16.6280 7.9580
H 19.2855 17.7066 10.2648
H 21.3476 18.9371 10.8364
H 22.9029 18.4332 7.0917
H 20.9522 17.0981 6.3485
C 26.8052 20.2945 10.4607
C 25.7745 19.2050 10.5698
C 25.5035 18.4217 9.2771
C 26.7134 18.0789 8.5459
N 27.6248 17.7216 7.9534
H 26.6293 20.9545 9.6042
H 27.8245 19.9297 10.3105
H 26.7738 20.9317 11.3447
H 24.8281 19.7067 10.7875
H 25.9488 18.5184 11.3936
H 24.8592 19.0259 8.6297
H 24.9023 17.5265 9.4443
C 31.2249 15.1126 11.6546
C 30.4446 14.9536 10.3556
C 29.7859 16.2339 9.8719
C 28.9091 16.8102 10.9051
N 28.2267 17.2579 11.7123
H 31.8970 15.9775 11.6080
H 31.9014 14.2716 11.8060
H 30.5563 15.2577 12.5013
H 29.6952 14.1669 10.4565
H 31.1141 14.6202 9.5575
H 29.1258 16.0513 9.0195
H 30.4906 17.0125 9.5733
C 27.1708 25.5433 11.7668
C 26.3642 24.2532 11.8069
C 26.0399 23.6880 10.4233
C 25.1902 24.5830 9.6538
N 24.4770 25.2110 9.0191
H 26.6872 26.3218 11.1707
H 28.1588 25.3841 11.3288
H 27.2829 25.9681 12.7666
H 25.3981 24.3735 12.3069
H 26.8682 23.5527 12.4800
H 25.3906 22.8257 10.6160
H 26.8862 23.3011 9.8595
C 31.0344 21.3941 8.9020
C 30.6889 20.7535 7.5632
C 29.7215 21.6139 6.7466
C 30.3109 22.9100 6.4050
N 30.7884 23.9291 6.1397
H 30.1124 21.6492 9.4283
H 31.6170 22.3102 8.7829
H 31.6254 20.7245 9.5298
H 30.2237 19.7837 7.7183
H 31.5922 20.5437 6.9812
H 28.8229 21.7955 7.3417
H 29.4508 21.1183 5.8153
C 22.8161 22.0092 8.9303
C 21.8402 22.5623 9.9757
C 20.6989 23.3042 9.2883
C 21.0893 24.4362 8.4602
N 21.4008 25.3315 7.8192
H 22.2934 21.3496 8.2311
H 23.6454 21.4506 9.3685
H 23.2533 22.8022 8.3170
H 22.3792 23.2641 10.6144
H 21.4722 21.7361 10.5849
H 19.9654 23.6383 10.0254
H 20.1530 22.6117 8.6373
C 30.2811 21.7006 12.7471
C 29.9894 22.7914 13.7695
C 30.7108 24.0874 13.3994
C 30.7446 25.0600 14.4887
N 30.7701 25.8231 15.3420
H 30.0831 22.0657 11.7400
H 29.6360 20.8489 12.9626
H 31.3184 21.3679 12.8061
H 30.3024 22.5191 14.7751
H 28.9201 23.0025 13.7354
H 30.2823 24.5550 12.5091
H 31.7537 23.9006 13.1164


(2)
70
Properties=species:S:1:pos:R:3 method="wB97M-V/def2-TZVPD" charge=0 homo_energy_ev=-8.4 gap_ev=7.362
Ca 0.1243 0.1119 -0.2723
S -5.1668 0.8803 -2.7409
C -6.7879 0.6855 -3.2185
C -7.0508 -0.5703 -3.6813
C -5.9083 -1.4037 -3.6292
C -4.8065 -0.7575 -3.1296
C -3.4664 -1.3046 -2.9262
C -2.5569 -0.6369 -2.0719
N -1.3351 -1.0704 -1.8503
C -0.9041 -2.1964 -2.4558
C -1.7324 -2.9461 -3.2952
C -1.2260 -4.1501 -3.8872
C 0.0336 -4.5695 -3.6453
C 0.9125 -3.8204 -2.7924
C 2.2299 -4.2225 -2.5248
C 3.0321 -3.4681 -1.6963
C 2.4705 -2.2959 -1.1492
N 1.2474 -1.8822 -1.3929
C 0.4570 -2.6331 -2.2024
C 4.4074 -3.8375 -1.3658
C 5.4538 -3.0065 -1.0708
C 6.6450 -3.7130 -0.7621
C 6.4768 -5.0618 -0.8205
S 4.9059 -5.4838 -1.3370
C -3.0351 -2.4656 -3.5320
H -7.4705 1.5156 -3.1371
H -8.0209 -0.8913 -4.0290
H -5.9123 -2.4433 -3.9229
H -2.8416 0.2858 -1.5598
H -1.8810 -4.7202 -4.5342
H 0.4081 -5.4813 -4.0932
H 2.6143 -5.1243 -2.9874
H 3.0538 -1.6894 -0.4634
H 5.3816 -1.9287 -1.0809
H 7.5749 -3.2384 -0.4882
H 7.1998 -5.8339 -0.6160
H -3.6831 -3.0130 -4.2046
C 3.7452 0.7489 2.6386
As 1.8553 0.9159 2.1150
C 1.6200 2.8382 2.2741
C 1.0158 0.3098 3.7733
C 1.3989 0.9229 4.9668
C 0.8424 0.5484 6.1772
C -0.1135 -0.4551 6.2093
C -0.5011 -1.0681 5.0310
C 0.0519 -0.6973 3.8059
As -0.5687 -1.6156 2.1922
C -0.2936 -3.4774 2.7623
C -2.4941 -1.4731 2.4354
H 3.9410 1.2732 3.5731
H 4.3652 1.1836 1.8539
H 4.0145 -0.3002 2.7553
H 2.0285 3.2056 3.2154
H 0.5597 3.0793 2.2030
H 2.1319 3.3178 1.4403
H 2.1391 1.7141 4.9536
H 1.1503 1.0407 7.0906
H -0.5592 -0.7559 7.1487
H -1.2544 -1.8461 5.0702
H -0.7754 -3.6796 3.7182
H 0.7716 -3.6878 2.8476
H -0.7150 -4.1391 2.0046
H -2.7980 -1.8010 3.4286
H -2.9826 -2.0960 1.6847
H -2.7713 -0.4340 2.2710
O -0.1962 2.2277 -0.9048
Se -1.4923 2.4839 0.1408
O -2.8841 2.2113 -0.6605
O -1.2286 1.1846 1.1929
O -1.3946 3.8951 0.9177


(3)
108
Properties=species:S:1:pos:R:3 method="wB97M-V/def2-TZVPD" charge=+3 homo_energy_ev=-16.2 gap_ev=8.573
Zr 1.2172 1.6309 -1.2699
N -0.5590 0.6014 -1.4800
S -1.8377 0.0346 -0.9971
N -1.7166 -1.3342 -0.1337
S -1.4484 -1.3665 1.3986
N -0.3443 -0.4550 2.0145
S 1.1914 -0.3274 1.5359
N 1.4996 0.7059 0.5190
C 1.7456 -1.9341 1.0226
C 2.1385 -2.8755 1.9653
C 2.5554 -4.1211 1.5215
C 2.5733 -4.4066 0.1619
C 2.1672 -3.4563 -0.7662
C 1.7488 -2.2058 -0.3392
C 1.9992 -0.0069 3.0649
C 1.3674 -0.1869 4.2873
C 2.0919 0.0567 5.4452
C 3.4182 0.4580 5.3669
C 4.0372 0.6251 4.1326
C 3.3280 0.3949 2.9667
C -1.1845 -3.0791 1.7229
C -1.0601 -3.9968 0.6907
C -0.8571 -5.3281 1.0240
C -0.7842 -5.7132 2.3556
C -0.9097 -4.7749 3.3752
C -1.1131 -3.4428 3.0645
C -2.8726 -0.9492 2.3509
C -3.9982 -1.7388 2.1347
C -5.1408 -1.4678 2.8641
C -5.1450 -0.4256 3.7864
C -4.0123 0.3521 3.9829
C -2.8542 0.0959 3.2625
C -2.8780 -0.4825 -2.3162
C -3.4801 -1.7301 -2.3565
C -4.2905 -2.0335 -3.4427
C -4.4910 -1.0979 -4.4471
C -3.8834 0.1531 -4.3855
C -3.0668 0.4712 -3.3152
C -2.8072 1.1865 -0.0574
C -2.1517 2.2074 0.6160
C -2.9048 3.0955 1.3676
C -4.2843 2.9531 1.4379
C -4.9249 1.9196 0.7644
C -4.1870 1.0247 0.0070
H 2.1388 -2.6390 3.0211
H 2.8802 -4.8628 2.2382
H 2.9121 -5.3767 -0.1760
H 2.1798 -3.6879 -1.8230
H 1.4190 -1.4565 -1.0486
H 0.3351 -0.4984 4.3335
H 1.6185 -0.0669 6.4093
H 3.9757 0.6431 6.2748
H 5.0717 0.9346 4.0816
H 3.7902 0.5196 1.9961
H -1.1253 -3.6772 -0.3387
H -0.7654 -6.0663 0.2392
H -0.6377 -6.7556 2.6045
H -0.8644 -5.0847 4.4099
H -1.2349 -2.7040 3.8472
H -3.9758 -2.5555 1.4234
H -6.0247 -2.0741 2.7228
H -6.0393 -0.2243 4.3604
H -4.0242 1.1582 4.7034
H -1.9634 0.6912 3.3999
H -3.3210 -2.4440 -1.5623
H -4.7690 -3.0014 -3.4983
H -5.1294 -1.3410 -5.2855
H -4.0518 0.8797 -5.1681
H -2.5912 1.4418 -3.2475
H -1.0766 2.3191 0.5538
H -2.4136 3.9040 1.8923
H -4.8680 3.6572 2.0157
H -6.0004 1.8198 0.8149
H -4.6790 0.2284 -0.5363
C 5.6422 2.4640 -0.5909
C 6.2859 1.8265 -1.6405
C 5.5515 1.0258 -2.5035
C 4.1921 0.8852 -2.2881
N 3.5677 1.5282 -1.2906
C 4.2777 2.2932 -0.4540
C 3.3108 0.0897 -3.1755
C 3.7904 -0.9200 -3.9892
C 2.9098 -1.5715 -4.8403
C 1.5716 -1.2092 -4.8398
C 1.1507 -0.2368 -3.9535
N 1.9967 0.3963 -3.1260
H 6.1812 3.0993 0.0967
H 7.3481 1.9603 -1.7953
H 6.0328 0.5407 -3.3399
H 3.7233 2.7864 0.3368
H 4.8363 -1.1885 -3.9705
H 3.2671 -2.3514 -5.4995
H 0.8607 -1.6789 -5.5040
H 0.1098 0.0501 -3.8831
C 0.2689 5.8851 -0.9402
C 0.6543 4.6016 -1.6467
O 0.8607 3.5276 -0.7725
C 1.9852 4.7667 -2.4191
F 1.9179 5.5206 -3.4941
F 2.9347 5.2239 -1.6101
F 2.4027 3.5052 -2.8208
C -0.4570 4.1403 -2.6108
F -1.5908 3.9047 -1.9580
F -0.6951 4.9399 -3.6220
F -0.0708 2.9061 -3.1334
H 1.0482 6.1473 -0.2287
H -0.6652 5.7288 -0.4041
H 0.1421 6.7026 -1.6494


(4)
17
Properties=species:S:1:pos:R:3 method="wB97M-V/def2-TZVPD" charge=0 homo_energy_ev=-8.9 gap_ev=9.115
C -0.9509 -1.3837 -0.3921
N 0.3639 -0.6381 -0.1180
C 1.0517 -0.2829 -1.3495
C 0.1019 0.6177 0.6830
C 0.5905 0.7271 1.9444
Cl 1.4195 -0.5328 2.7287
C -1.0827 1.8990 0.0154
O -1.3532 1.5885 -1.1102
O -1.3457 2.7291 0.8226
H -1.3708 -0.8188 -1.1947
H -0.8063 -2.4349 -0.6337
H -1.3631 -1.3910 0.5892
H 1.0937 -1.1861 0.4342
H 0.2483 0.3253 -1.9460
H 1.9473 0.3461 -1.2433
H 1.1414 -1.2698 -1.7737
H 0.3145 1.7053 2.5436


(5)
46
Properties=species:S:1:pos:R:3 method="wB97M-V/def2-TZVPD" charge=0 homo_energy_ev=-7.9 smiles="O=C(CNCCc1ccccc1)N/N=C/c1cccc2ccccc12" gap_ev=7.862
O -2.7270 1.0378 0.2447
C -2.7335 -0.1057 -0.1895
C -3.4901 -1.3190 0.3965
N -2.6210 -2.0604 1.2633
C -2.9316 -2.0790 2.6924
C -2.0932 -3.1092 3.2711
C -0.6409 -3.1018 2.9512
C -0.0984 -3.9684 1.9977
C 1.2710 -3.8338 1.6503
C 1.9352 -2.6495 2.1410
C 1.3522 -1.8568 3.0866
C 0.0944 -2.0344 3.5590
N -2.1662 -0.3988 -1.3868
N -1.3144 0.2610 -2.2134
C -0.5059 1.1619 -1.7496
C 0.4176 1.9679 -2.5798
C 0.2678 1.8301 -3.9484
C 1.1268 2.5925 -4.8611
C 2.1687 3.3382 -4.3352
C 2.3577 3.3505 -2.8979
C 3.4115 4.0410 -2.3566
C 3.6998 4.0494 -0.9437
C 2.8368 3.4486 -0.0957
C 1.7087 2.8065 -0.6340
C 1.5013 2.7227 -2.0083
H -3.9538 -1.8968 -0.4110
H -4.3300 -0.9229 0.9773
H -1.6080 -1.8604 1.1357
H -4.0467 -2.2448 2.9560
H -2.6763 -1.0981 3.1917
H -2.3160 -3.1379 4.3118
H -2.4894 -4.0816 2.8558
H -0.6527 -4.8166 1.5304
H 2.0032 -4.2225 0.8639
H 3.0362 -2.4694 1.8629
H 1.9758 -1.1243 3.6253
H -0.2688 -1.2525 4.1717
H -2.7639 -1.0724 -1.8763
H -0.5760 1.3299 -0.7352
H -0.5360 1.2074 -4.1747
H 0.9809 2.4918 -5.8758
H 2.8555 3.8507 -4.9639
H 4.0759 4.5123 -3.0040
H 4.4634 4.6769 -0.5525
H 2.9898 3.3654 0.9945
H 1.0097 2.6743 0.0626


(6)
7
Properties=species:S:1:pos:R:3 method="wB97M-V/def2-TZVPD" s2=2.004 charge=0 homo_energy_ev="-6.5 / -11.0" spin_multiplicity=3 gap_ev="6.883 / 6.424"
Ag -0.9717 2.4906 3.4732
Br -1.5170 0.2368 1.9487
C 0.4377 -0.5172 -1.0323
Cl 1.6754 -0.8943 0.2230
Cl -0.1601 -1.9336 -1.8572
Cl 1.0093 0.7797 -2.2041
H -0.4737 -0.1620 -0.5514


(7)
50
Properties=species:S:1:pos:R:3 method="wB97M-V/def2-TZVPD" charge=+1 homo_energy_ev=-10.9 gap_ev=6.595
C 3.4735 -0.8238 2.8238
C 2.9158 0.5564 2.4908
N 2.9759 0.9086 1.0615
C 1.7594 0.9434 0.3700
C 0.7054 1.6888 0.8719
C -0.4946 1.7487 0.2090
C -0.6426 1.0766 -1.0048
P -2.3108 1.2529 -1.7594
O -2.2054 2.3722 -2.8964
O -3.1932 1.9409 -0.5963
S -3.1714 -0.3491 -2.3216
C 0.4390 0.3633 -1.5162
P 0.3599 -0.5149 -3.1839
C -0.4379 -2.1118 -2.6965
O -0.6751 0.3735 -4.0648
N 1.6259 0.2989 -0.8166
C 2.7285 -0.4574 -1.4783
I 3.5625 0.9145 -2.9333
C 3.8815 -1.0816 -0.6387
C 4.3138 -2.4044 -1.3081
I 5.6495 0.1425 -0.5619
H 2.9567 -1.5946 2.2582
H 4.5479 -0.8767 2.7057
H 3.2117 -1.0178 3.8598
H 1.9254 0.6222 2.9377
H 3.5400 1.2711 3.0185
H 3.4722 1.7752 0.9148
H 0.8272 2.2206 1.7985
H -1.3017 2.3064 0.6493
H -2.3770 3.2622 -2.5665
H -3.0462 2.8961 -0.5621
H -1.1325 -2.4277 -3.4640
H 0.3653 -2.8272 -2.5542
H -0.9468 -2.0122 -1.7453
H -1.4569 -0.1461 -4.3029
H 2.3333 -1.2978 -2.0206
H 3.5755 -1.3095 0.3660
H 3.5141 -2.8325 -1.9114
H 5.1428 -2.2247 -1.9785
H 4.6069 -3.1289 -0.5600
C -5.2722 0.0836 3.5967
C -4.6473 -0.3769 2.3019
O -3.7610 -1.2005 2.2838
C -5.1715 0.2400 1.0283
H -4.8044 -0.4344 4.4303
H -5.1309 1.1586 3.7202
H -6.3403 -0.1369 3.5954
H -5.0146 1.3172 1.0528
H -6.2367 0.0313 0.9168
H -4.6385 -0.1782 0.1803


(8)
15
Properties=species:S:1:pos:R:3 method="wB97M-V/def2-TZVPD" charge=0 homo_energy_ev=-10.2 smiles="O=C(O)CCCO" gap_ev=10.502
O 2.4574 0.0183 -0.7375
C 1.5653 -0.4467 0.1267
O 1.1321 -1.6573 -0.0114
C 0.5757 0.3803 0.9478
C -0.1930 1.0416 -0.2703
C -0.9775 -0.1087 -0.9242
O -1.2759 -1.1864 0.0108
H 0.2717 -1.6543 0.3902
H 0.8400 1.3014 1.8156
H -0.3467 -0.1130 1.6501
H 0.5335 1.5343 -0.9786
H -0.9348 1.8557 0.2639
H -0.3162 -0.7575 -1.6392
H -1.8721 0.3005 -1.4522
H -1.4594 -0.5081 0.8083


(9)
22
Properties=species:S:1:pos:R:3 method="wB97M-V/def2-TZVPD" charge=-4 homo_energy_ev=3.5 gap_ev=4.190
Be -0.7825 -10.2742 7.4690
N -4.5110 -5.7821 9.0562
O -4.2664 -6.8491 8.9193
O -3.7685 -4.6328 5.2911
O -5.7000 -5.4000 9.5837
N -3.0191 -6.2672 2.3426
O -3.5742 -6.0455 6.3134
O -4.1490 -6.1351 3.0417
O -2.3884 -7.5250 2.6234
N -9.1700 -9.0585 8.4915
O -8.0980 -9.6293 8.4942
O -9.0582 -7.7526 8.6749
O -10.2130 -9.7500 8.1166
N -3.5112 -10.7586 7.6487
O -4.2141 -11.4718 8.2778
O -2.2142 -11.0188 8.0930
O -3.6448 -9.8670 6.9376
N 0.5027 -8.4415 8.0370
O 0.8530 -7.8761 9.0881
O -0.7714 -8.3912 7.9248
O 1.1163 -8.9722 7.0527
F 0.1146 -11.0405 8.5472